No. 1
The following is a DFT calculation (ωB97M-V/def2-TZVPD) of a molecular structure, C11H17CrIN2S2 at a distorted geometry.

Structure (ORCA input):
```
! wB97M-V def2-TZVPD RIJCOSX def2/J DEFGRID3
* xyz 0 5
I 0.595 -2.039 -1.204
Cr -0.197 -0.240 0.391
S 1.093 3.451 2.755
S -1.133 -2.370 4.478
N 0.454 1.229 1.592
N -0.585 -1.109 2.273
C 1.526 2.873 0.019
C 0.153 1.067 2.955
C 0.450 2.169 3.721
C 0.497 -1.363 -4.880
C -0.358 -0.203 3.322
C -0.631 -0.726 4.568
C -1.100 0.905 -1.049
C 0.489 0.127 -5.195
C -0.989 -2.292 2.718
C -1.210 -3.499 1.888
C 1.016 2.406 1.339
H 0.026 -1.573 -3.917
H -1.560 0.399 -1.902
H 0.202 2.212 4.776
H -0.269 -3.771 1.396
H -0.517 0.473 -5.444
H -0.403 1.638 -1.478
H 0.849 3.688 -0.268
H 1.574 2.108 -0.765
H 1.516 -1.751 -4.831
H 2.529 3.296 0.166
H -0.542 -0.131 5.473
H 1.130 0.351 -6.050
H -1.894 1.499 -0.569
H -1.519 -4.308 2.553
H -2.008 -3.297 1.167
H 0.847 0.718 -4.350
H -0.031 -1.935 -5.648
*
```

The maximum force is 0.05986 Eh/bohr. The HOMO-LUMO gap (alpha / beta) is 6.237 / 7.099 eV. The value obtained for the LUMO energy (alpha / beta) is -0.512 / -0.512 eV.

---

No. 2
The following is a DFT calculation (ωB97M-V/def2-TZVPD) of a molecular structure, C19H40CdP2 at a distorted geometry.

Structure (ORCA input):
```
! wB97M-V def2-TZVPD RIJCOSX def2/J DEFGRID3
* xyz 0 1
Cd -0.920 0.864 -0.565
P 0.557 -2.628 -2.108
P 0.458 2.055 -2.337
C -1.296 2.540 -2.700
C -0.541 -1.049 0.486
C 2.149 -2.847 -2.981
C 0.121 2.041 2.388
C 0.794 0.246 -2.871
C 1.406 3.473 -2.969
C -0.688 -1.146 -5.721
C -1.117 1.844 -5.534
C -0.175 -0.952 -2.644
C 1.589 -0.218 -6.302
C -0.603 -3.751 -2.960
C -1.457 -0.406 -6.757
C 0.224 1.819 -5.596
C -2.032 0.954 -6.306
C 1.105 1.201 -6.636
C 0.642 -1.068 -5.518
C 0.005 2.340 0.893
C 1.390 1.227 2.695
C -1.103 1.306 2.968
H 1.783 0.002 -2.463
H 2.055 -3.507 -3.852
H -1.490 -1.620 0.566
H 1.874 -0.708 -7.248
H 2.814 -3.334 -2.249
H 0.855 0.391 -3.952
H 2.507 -0.144 -5.701
H -2.931 0.804 -5.693
H -1.023 1.197 4.058
H -1.256 -1.942 -5.229
H 2.457 3.200 -3.130
H -0.286 -3.900 -3.997
H -0.136 -0.868 1.500
H 0.190 -1.688 -0.049
H 0.797 2.476 -4.946
H 1.172 -1.798 -4.878
H -1.010 -0.779 -1.926
H -0.718 -1.103 -3.585
H -2.043 1.846 2.769
H -1.631 -3.347 -2.925
H -1.614 2.754 -5.154
H -0.884 -0.257 -7.676
H -1.193 0.304 2.520
H -0.589 -4.709 -2.415
H 1.347 4.253 -2.190
H 0.985 3.900 -3.891
H -1.261 3.574 -3.038
H 2.602 -1.889 -3.263
H -0.642 3.211 0.706
H 0.205 2.995 2.947
H -1.957 2.508 -1.812
H -2.360 1.482 -7.208
H 0.988 2.524 0.435
H 1.998 1.851 -6.676
H 2.292 1.749 2.357
H 0.651 1.226 -7.633
H 1.516 1.062 3.771
H -2.309 -1.043 -7.007
H -1.784 1.922 -3.452
H 1.359 0.252 2.188
*
```

The maximum force is 0.07604 Eh/bohr. The HOMO-LUMO gap is 6.198 eV. The value obtained for the LUMO energy is 0.279 eV.

---

No. 3
The following is a DFT calculation (ωB97M-V/def2-TZVPD) of C20H22FNO3 in the gas phase.

Structure (ORCA input):
```
! wB97M-V def2-TZVPD RIJCOSX def2/J DEFGRID3
* xyz 0 1
F 6.976 -1.063 -1.544
O -6.076 0.567 0.805
O 1.490 -0.076 1.349
O 0.222 -1.367 -0.915
N -1.677 -0.179 -0.602
C -4.692 0.089 -1.060
C 5.144 -0.136 1.423
C 1.419 1.005 0.527
C 4.679 -1.285 -1.062
C 0.980 3.194 -1.143
C -4.069 -0.758 1.217
C 3.861 -0.528 1.069
C 2.220 2.137 0.628
C 2.704 -0.337 2.020
C -3.741 -0.917 -1.701
C 6.201 -0.319 0.549
C 1.997 3.220 -0.206
C -5.229 -0.432 0.272
C -2.587 -1.291 -0.766
C -0.335 -0.317 -0.663
C 3.633 -1.105 -0.176
C 0.194 2.061 -1.264
C 0.413 0.963 -0.448
C 5.949 -0.890 -0.684
C -3.125 -1.777 0.585
H 4.518 -1.727 -2.032
H -3.338 -0.505 -2.628
H 7.204 -0.021 0.809
H -5.810 -1.352 0.089
H 2.628 4.092 -0.117
H -2.066 0.710 -0.330
H 2.632 -1.406 -0.451
H -4.292 -1.826 -1.948
H -1.986 -2.089 -1.217
H -3.659 -2.717 0.429
H -6.396 0.279 1.667
H 2.929 0.448 2.756
H -3.534 0.165 1.450
H -4.192 1.042 -0.877
H -4.462 -1.157 2.157
H 5.324 0.313 2.390
H 2.513 -1.268 2.565
H -5.533 0.288 -1.724
H 0.810 4.044 -1.785
H 3.020 2.182 1.350
H -2.285 -1.971 1.253
H -0.579 2.014 -2.018
*
```

As for the structure (SMILES): O=C(N[C@H]1CC[C@@H](O)CC1)c1ccccc1OCc1ccc(F)cc1. The maximum force is 0.00979 Eh/bohr. The HOMO-LUMO gap is 9.493 eV. The value obtained for the LUMO energy is 0.742 eV.

---

Sequential energy output: -72856.0315; -43485.8458; -31447.9196 eV